No. 1
C19H24N2O4S | wB97M-V/def2-TZVPD

ORCA input file:
```
! RIJCOSX wB97M-V def2-TZVPD def2/J DEFGRID3
* xyz 0 1
O -1.631 -2.531 1.295
S -2.149 -1.192 1.418
O -2.708 -0.842 2.689
C -3.377 -0.905 0.143
C -4.683 -0.671 0.529
C -5.649 -0.462 -0.441
C -5.296 -0.489 -1.781
C -3.984 -0.736 -2.154
C -3.014 -0.949 -1.188
N -0.870 -0.168 1.024
C 0.441 -0.765 0.921
C 0.797 -1.265 -0.488
O -0.124 -2.209 -0.975
C 2.219 -1.859 -0.453
N 3.191 -0.867 -0.033
C 4.365 -1.446 0.601
C 5.245 -0.313 1.134
O 5.642 0.560 0.104
C 4.516 1.101 -0.545
C 3.623 0.000 -1.117
C -1.098 1.176 0.750
C -2.306 1.765 1.127
C -2.564 3.089 0.830
C -1.626 3.861 0.165
C -0.414 3.293 -0.182
C -0.147 1.966 0.102
H -4.921 -0.655 1.582
H -6.672 -0.278 -0.152
H -6.048 -0.323 -2.538
H -3.715 -0.765 -3.199
H -1.993 -1.164 -1.462
H 0.446 -1.620 1.601
H 1.203 -0.058 1.254
H 0.766 -0.432 -1.201
H -0.530 -2.672 -0.221
H 2.221 -2.681 0.267
H 2.448 -2.279 -1.445
H 4.045 -2.076 1.433
H 4.951 -2.057 -0.107
H 6.163 -0.710 1.570
H 4.684 0.244 1.900
H 4.899 1.742 -1.340
H 3.931 1.706 0.165
H 2.751 0.451 -1.594
H 4.187 -0.564 -1.881
H -3.024 1.193 1.687
H -3.506 3.522 1.131
H -1.832 4.895 -0.067
H 0.338 3.885 -0.684
H 0.809 1.554 -0.178
*
```

Its SMILES is O=S(=O)(c1ccccc1)N(C[C@H](O)CN1CCOCC1)c1ccccc1. The calculation puts the frontier orbital gap at 9.00 eV. For the energy above the lowest of the compared OMol25 structures with the same formula, charge and spin, the calculation gives 60.25 kcal/mol.

Atomic partial charges in e from the Mulliken method, atoms 1 to 5:
1. O -0.817
2. S 1.505
3. O -0.696
4. C 0.203
5. C -0.310

No. 2
C26H58Cl14N3O7P | wB97M-V/def2-TZVPD

ORCA input file:
```
! RIJCOSX wB97M-V def2-TZVPD def2/J DEFGRID3
* xyz 0 1
C -1.188 5.494 -3.794
C -0.883 4.434 -2.754
O -0.855 3.247 -3.047
N -0.547 4.872 -1.524
C -0.109 3.963 -0.489
H -1.983 6.157 -3.447
H -1.490 5.011 -4.717
H -0.319 6.131 -3.968
H -0.441 5.856 -1.358
H -0.937 3.646 0.147
H 0.625 4.436 0.168
H 0.397 3.083 -0.881
C 1.656 -2.171 0.797
C 0.253 -1.737 0.416
O -0.731 -2.448 0.642
N 0.111 -0.524 -0.134
C -1.162 -0.041 -0.630
H 2.371 -1.355 0.676
H 1.925 -2.982 0.121
H 1.727 -2.524 1.823
H 0.944 -0.100 -0.533
H -0.995 0.809 -1.287
H -1.858 0.222 0.165
H -1.645 -0.826 -1.219
C 5.875 2.050 -1.090
C 5.717 0.858 -0.161
O 5.612 1.057 1.039
N 5.686 -0.362 -0.737
C 5.648 -1.566 0.058
H 6.936 2.297 -1.135
H 5.322 2.862 -0.626
H 5.553 1.861 -2.115
H 5.673 -0.441 -1.736
H 6.606 -2.049 0.263
H 4.944 -2.265 -0.396
H 5.260 -1.387 1.061
C -2.139 3.744 1.112
O -3.423 3.415 0.574
P -3.433 2.376 -0.629
O -2.374 2.521 -1.626
O -3.454 0.970 0.148
C -3.623 -0.219 -0.646
O -4.906 2.556 -1.214
C -6.067 2.156 -0.492
H -2.275 4.031 2.155
H -1.755 4.628 0.599
H -1.425 2.922 1.062
H -4.505 -0.730 -0.261
H -2.726 -0.810 -0.462
H -3.808 0.001 -1.700
H -6.979 2.169 -1.079
H -6.140 2.816 0.374
H -5.979 1.143 -0.092
Cl -1.694 0.191 5.172
C -1.287 0.786 3.536
C -1.054 -0.375 2.612
Cl -2.613 -1.181 2.267
H -0.405 1.396 3.731
H -2.095 1.462 3.271
H -0.339 -1.078 3.030
H -0.691 0.007 1.656
Cl -1.563 -0.268 -5.586
C -1.831 -0.056 -3.828
C -2.903 0.971 -3.527
Cl -4.486 0.366 -4.110
H -0.871 0.352 -3.516
H -2.037 -1.024 -3.379
H -2.648 1.900 -4.024
H -3.018 1.135 -2.458
Cl 1.292 -1.948 -3.074
C 0.569 -3.587 -3.071
C 0.748 -4.189 -1.680
Cl 0.577 -5.974 -1.703
H 1.068 -4.122 -3.870
H -0.490 -3.427 -3.247
H -0.036 -3.807 -1.029
H 1.693 -3.919 -1.221
Cl 4.106 -1.944 3.412
C 4.055 -0.879 4.832
C 5.202 -1.128 5.792
Cl 4.674 -1.879 7.320
H 3.054 -0.883 5.264
H 4.014 0.106 4.360
H 5.658 -0.175 6.052
H 5.946 -1.778 5.346
Cl 1.714 1.395 -1.952
C 2.450 1.479 -3.579
C 2.640 2.924 -3.991
Cl 3.152 3.010 -5.688
H 1.832 0.937 -4.294
H 3.379 0.909 -3.583
H 3.337 3.408 -3.310
H 1.680 3.433 -3.915
Cl -2.385 -4.015 5.054
C -1.412 -4.987 3.911
C -0.430 -4.121 3.164
Cl 0.830 -3.494 4.260
H -2.129 -5.455 3.237
H -0.939 -5.803 4.454
H -0.953 -3.232 2.820
H 0.052 -4.642 2.342
Cl -4.621 -1.871 2.243
C -3.685 -3.436 2.219
C -2.331 -3.174 1.608
Cl -1.420 -4.656 1.447
H -4.295 -4.142 1.667
H -3.601 -3.679 3.274
H -1.789 -2.437 2.206
H -2.366 -2.659 0.648
*
```

The calculation puts the frontier orbital gap at 8.49 eV. For the energy above the lowest of the compared OMol25 structures with the same formula, charge and spin, the calculation gives 408.98 kcal/mol.

Atomic partial charges in e from the Mulliken method, atoms 1 to 5:
1. C -1.710
2. C 0.757
3. O -0.400
4. N 0.075
5. C 1.121

No. 3
C10H20N3O2 | wB97M-V/def2-TZVPD

ORCA input file:
```
! RIJCOSX wB97M-V def2-TZVPD def2/J DEFGRID3
* xyz -1 1
C 0.210 2.029 1.641
C -0.260 3.373 1.977
C 0.900 1.194 2.681
C 2.178 -2.199 -2.523
C -2.840 0.155 0.191
C 1.349 -1.062 -3.131
C 1.170 0.025 -2.114
C -0.222 -0.022 -1.322
C -1.809 -0.646 0.886
C 0.042 0.375 0.088
N -1.670 -1.927 0.472
N -0.194 1.573 0.515
N -0.859 -2.675 1.265
O -0.469 -2.196 2.314
O -0.487 -3.728 0.766
H -0.687 3.583 2.962
H 0.702 3.902 1.885
H -1.012 3.685 1.297
H 0.321 0.390 3.131
H 1.168 1.846 3.513
H 1.668 0.730 2.067
H 2.091 -3.106 -3.244
H 3.200 -1.867 -2.179
H 1.706 -2.604 -1.593
H -3.170 -0.338 -0.726
H -2.407 1.254 0.082
H -3.735 0.377 0.722
H 1.924 -0.683 -3.992
H 0.400 -1.320 -3.579
H 1.798 -0.122 -1.341
H 1.379 1.019 -2.401
H -0.577 -1.063 -1.384
H -0.799 0.790 -1.633
H -1.724 -0.478 1.922
H 0.712 -0.264 0.785
*
```

The calculation puts the frontier orbital gap (spin up / spin down) at 6.08 / 6.08 eV. For the energy above the lowest of the compared OMol25 structures with the same formula, charge and spin, the calculation gives 32.02 kcal/mol.

Atomic partial charges in e from the Mulliken method, atoms 1 to 5:
1. C 0.985
2. C -1.348
3. C -1.262
4. C -1.030
5. C -1.100

No. 4
C24H43F7INO2P | wB97M-V/def2-TZVPD

ORCA input file:
```
! RIJCOSX wB97M-V def2-TZVPD def2/J DEFGRID3
* xyz -1 1
C -2.492 -6.189 -2.065
O -1.302 -6.033 -1.327
C -1.153 -6.986 -0.294
C 0.218 -6.866 0.336
C 1.372 -6.859 -0.676
C 1.664 -5.440 -1.213
C 2.793 -4.760 -0.442
C 2.785 -3.237 -0.535
C 1.496 -2.610 0.029
C 1.694 -1.129 0.390
P 0.178 0.104 0.380
C -0.995 -1.360 0.845
C 0.303 0.446 2.318
C 1.511 1.494 0.070
C 1.198 2.968 0.329
C 2.502 3.753 0.554
I 2.235 5.462 1.833
C -1.273 1.417 0.306
C -2.641 1.062 -0.233
O -3.521 2.206 0.016
C -4.766 2.042 -0.558
C -5.750 1.210 0.286
F -6.826 1.976 0.669
F -5.208 0.702 1.415
F -6.274 0.178 -0.435
C -0.007 -0.170 -1.583
F 1.177 -0.620 -2.152
F -0.182 1.081 -2.190
C -1.068 -1.042 -2.306
F -2.233 -1.257 -1.663
F -0.560 -2.284 -2.580
H -2.269 -6.658 -3.024
H -2.944 -5.216 -2.239
H -3.217 -6.805 -1.532
H -1.917 -6.807 0.471
H -1.315 -7.991 -0.702
H 0.336 -7.717 1.006
H 0.270 -5.940 0.907
H 1.187 -7.555 -1.493
H 2.270 -7.192 -0.152
H 1.901 -5.485 -2.274
H 0.756 -4.856 -1.113
H 2.768 -5.059 0.607
H 3.743 -5.127 -0.843
H 3.600 -2.863 0.091
H 2.970 -2.887 -1.550
H 0.691 -2.797 -0.673
H 1.271 -3.184 0.932
H 2.489 -0.775 -0.271
H 2.191 -1.108 1.362
H -0.528 -1.866 1.690
H -1.961 -1.046 1.240
H -1.174 -2.132 0.099
H -0.678 0.343 2.784
H 0.941 -0.263 2.851
H 0.646 1.453 2.569
H 1.951 1.420 -0.928
H 2.328 1.235 0.747
H 0.525 3.166 1.156
H 0.738 3.412 -0.554
H 2.839 4.179 -0.386
H 3.307 3.135 0.933
H -1.019 2.269 -0.327
H -1.429 1.873 1.282
H -2.599 0.971 -1.319
H -3.128 0.186 0.184
H -5.221 3.026 -0.658
H -4.736 1.595 -1.554
H -1.293 -0.578 -3.268
N 2.374 9.450 1.922
C 3.163 10.175 1.075
C 2.469 11.299 0.712
C 1.210 11.247 1.369
C 1.184 10.094 2.108
H 2.629 8.574 2.339
H 4.146 9.830 0.803
H 2.823 12.070 0.048
H 0.415 11.970 1.304
H 0.423 9.678 2.744
*
```

The calculation puts the frontier orbital gap at 6.74 eV.

Atomic partial charges in e from the Mulliken method, atoms 1 to 5:
1. C -0.896
2. O -0.187
3. C -0.641
4. C -0.582
5. C -1.006

> What is the formula in the third record?

C10H20N3O2